No. 1
{
  "formula": "C2H3N2O2",
  "method": "wB97M-V/def2-TZVPD",
  "mol_weight_g_mol": 87.06,
  "relative_energy_ev": 3.712,
  "gap_ev": 7.105,
  "e_homo_ha": -0.1153,
  "charge": -1,
  "energy_ev": -9193.992,
  "species": ["O", "O", "N", "N", "C", "C", "H", "H", "H"],
  "coordinates": [[-0.899, -0.899, 0.658], [1.447, -1.166, -0.646], [1.630, 0.450, -2.325], [-0.563, -1.296, -0.477], [1.508, -0.387, -1.547], [-0.797, 0.556, 0.989], [-0.432, 0.649, 1.949], [-0.157, 1.048, 0.283], [-1.736, 1.046, 1.116]]
}


No. 2
{
  "formula": "C2H3N2O2",
  "method": "wB97M-V/def2-TZVPD",
  "mol_weight_g_mol": 87.06,
  "smiles": "O=C/C=[NH+]\\N=O",
  "relative_energy_ev": 5.683,
  "gap_ev": [8.134, 8.132],
  "e_homo_ha": [-0.5718, -0.5718],
  "charge": 1,
  "energy_ev": -9184.641,
  "species": ["O", "O", "N", "N", "C", "C", "H", "H", "H"],
  "coordinates": [[0.133, -2.458, -0.589], [0.761, 0.222, -1.472], [-0.304, -0.628, 0.680], [-0.282, -1.386, -0.459], [0.075, 0.638, 0.650], [0.552, 1.112, -0.658], [-0.519, 1.212, 1.353], [-0.966, -0.812, 1.407], [0.549, 2.100, -0.912]]
}


No. 3
{
  "formula": "C2H3N2O2",
  "method": "wB97M-V/def2-TZVPD",
  "mol_weight_g_mol": 87.06,
  "smiles": "O=NCC=[N+]=O",
  "relative_energy_ev": 7.426,
  "gap_ev": 7.744,
  "e_homo_ha": -0.5659,
  "charge": 1,
  "energy_ev": -9182.898,
  "species": ["O", "O", "N", "N", "C", "C", "H", "H", "H"],
  "coordinates": [[-2.015, 1.391, -0.282], [-0.821, -2.107, 0.349], [-0.939, 0.984, -0.112], [-0.587, -1.081, -0.152], [0.748, -0.475, -0.065], [0.277, 1.006, 0.149], [0.800, 1.917, 0.528], [1.429, -1.155, 0.625], [1.109, -0.479, -1.040]]
}